1.
83
Properties=species:S:1:pos:R:3:forces:R:3 method="wB97M-V/def2-TZVPD" total_charge=+4 homo_energy_ev="-18.74 / -18.98" mol_weight_g_mol=711.70 spin_multiplicity=5 lumo_ev="-12.76 / -14.78" gap_ev="5.98 / 4.20" de_lowest_kj_mol=316.32 fmax_ev_per_a=4.04
C 2.9966 -6.9924 0.3860 -1.283 1.702 0.569
C 2.6909 -5.7892 -0.2952 -0.026 -1.181 -0.502
C 3.0143 -5.8127 -1.6786 -0.794 1.957 1.337
C 3.3814 -7.0029 -2.3194 1.191 -2.468 0.062
N 3.5411 -8.1616 -1.6592 -0.262 0.885 0.437
C 3.3708 -8.1395 -0.3327 0.613 -2.128 -1.930
C 2.0130 -4.6778 0.3326 -0.208 1.767 0.547
C 1.5278 -3.6080 0.7232 2.325 -1.399 -0.887
C 1.5786 -2.1701 0.4026 0.373 0.020 -0.601
C 0.6512 -1.9480 -0.6599 0.899 1.244 -1.180
C 0.4788 -0.5838 -1.0900 0.643 -0.319 -0.464
C 1.4387 0.4286 -0.6020 -2.326 -0.633 0.645
C 2.6404 -0.0301 -0.0709 0.368 0.607 0.574
C 2.6479 -1.2157 0.6115 0.273 -1.817 0.117
Ru -0.4360 -1.8081 1.1004 -2.410 2.676 1.823
P -2.1115 -0.0246 0.6203 -2.237 0.670 0.067
H 2.9079 -4.9332 -2.3126 -0.173 -0.089 0.278
H 2.8845 -7.0945 1.4573 0.079 0.201 0.120
H 3.5477 -7.0648 -3.4006 -0.343 0.197 0.270
H 3.5302 -9.1146 0.1604 0.140 0.696 0.001
H 3.4815 -1.4912 1.2728 -0.281 0.109 -0.493
H 0.1050 -2.8363 -1.0200 0.243 0.692 -0.670
H 3.5132 0.6283 -0.1722 -0.293 -0.202 0.920
H -0.1430 -0.5076 -2.0353 0.447 0.425 1.921
C -2.3994 1.7353 1.3317 1.227 -0.147 0.304
C -3.3821 2.6974 0.6473 -0.413 0.251 -0.596
H -1.3948 2.1800 1.3067 -0.492 0.097 0.372
H -2.6949 1.6102 2.3831 0.212 -0.235 -0.330
H -3.5524 3.5902 1.2775 0.297 -0.516 -0.014
H -2.9747 3.0941 -0.2954 -0.128 -0.200 0.237
H -4.3920 2.2993 0.4435 0.616 -0.011 0.092
C -2.5983 0.2421 -1.1417 0.386 0.522 -0.717
C -3.3626 -0.8438 -1.9018 0.283 -0.182 0.035
H -1.6687 0.4886 -1.6794 -0.682 -0.090 0.268
H -3.1922 1.1716 -1.2046 0.211 -0.428 0.451
H -3.5251 -0.5104 -2.9321 -0.067 0.012 0.203
H -2.7890 -1.7657 -1.9693 0.003 -0.242 0.054
H -4.3323 -1.0647 -1.4538 0.219 -0.046 -0.166
C -3.5874 -0.8440 1.3442 0.072 -0.561 0.151
C -4.9857 -0.2876 1.0444 -0.400 0.191 -0.078
H -3.4247 -0.8409 2.4305 0.044 -0.180 -0.269
H -3.5019 -1.8865 1.0138 -0.260 -0.046 0.179
H -5.7399 -1.0077 1.3893 0.294 0.073 -0.054
H -5.2032 0.6452 1.5786 0.233 -0.219 -0.089
H -5.1899 -0.1182 -0.0181 0.121 0.021 0.302
Br 0.9649 2.2834 0.3009 -0.206 -2.866 0.605
P 1.5520 2.4154 -3.1507 0.415 -0.596 1.308
C -0.1596 2.0254 -2.6726 -0.179 0.179 -0.109
C -1.1722 3.0888 -3.0645 -0.222 0.273 -0.299
H -0.1537 1.9430 -1.5675 -0.076 -0.075 -1.102
H -0.3961 1.0474 -3.1078 0.074 0.364 -0.226
H -2.1880 2.7377 -2.8210 0.361 0.227 -0.168
H -0.9826 4.0245 -2.5141 -0.134 -0.253 -0.296
H -1.1024 3.2747 -4.1457 -0.303 0.143 0.374
C 2.4380 3.3132 -1.8155 0.013 0.877 -0.684
C 3.6040 4.1523 -2.2955 0.442 0.235 -0.505
H 2.7802 2.5512 -1.1088 0.143 0.196 -0.558
H 1.7116 3.9451 -1.2895 0.274 -0.054 -0.531
H 3.9405 4.8084 -1.4776 -0.082 -0.234 -0.384
H 4.4471 3.5074 -2.5928 -0.236 0.401 -0.043
H 3.2791 4.7698 -3.1484 0.450 -0.056 0.357
C 2.4518 0.8588 -3.4061 0.372 -0.239 -0.555
C 2.7726 0.6130 -4.8861 0.086 0.047 -0.055
H 1.8499 0.0256 -3.0304 -0.012 0.326 -0.133
H 3.3713 0.8888 -2.8037 -0.172 0.172 -0.183
H 3.3053 -0.3350 -4.9857 -0.022 0.173 -0.091
H 1.8481 0.5549 -5.4636 0.124 -0.006 -0.103
H 3.3913 1.4218 -5.2835 -0.049 -0.219 -0.080
S -0.6824 -1.2157 3.3404 0.228 -0.130 0.317
C -0.8384 0.4307 3.9769 0.604 2.156 0.313
N 0.1822 1.3400 3.9254 -1.857 -2.155 -0.004
C 0.2438 2.5256 4.7648 0.044 1.080 0.058
C -0.7473 2.4567 5.9217 0.445 0.068 0.334
C -2.1032 2.0165 5.4315 -0.075 0.175 -0.252
N -1.9336 0.7776 4.6559 -0.253 -1.540 -0.659
H 0.9380 1.1179 3.3139 0.508 -0.212 -0.055
H 0.0165 3.4027 4.1330 0.135 -0.221 0.259
H 1.2699 2.6370 5.1413 -0.294 -0.076 -0.141
H -0.8395 3.4502 6.3657 0.081 -0.084 -0.043
H -0.3741 1.7938 6.7159 -0.157 0.057 -0.285
H -2.5377 2.7789 4.7640 0.010 -0.185 0.277
H -2.7914 1.8262 6.2631 0.127 -0.035 -0.315
H -2.7158 0.1110 4.6042 0.662 0.411 0.359


2.
16
Properties=species:S:1:pos:R:3:forces:R:3 method="wB97M-V/def2-TZVPD" homo_energy_ev=-11.67 mol_weight_g_mol=60.14 lumo_ev=1.14 gap_ev=12.81 de_lowest_kj_mol=10.25 fmax_ev_per_a=0.97
C 0.2242 2.8642 0.9001 -0.004 -0.325 0.393
C -0.1168 1.5145 0.2944 -0.901 -0.356 0.036
H 0.1494 2.8188 1.9953 0.116 0.108 -0.249
H 1.2272 3.1848 0.6230 0.004 0.098 0.082
H -0.5004 3.5962 0.5580 0.063 0.265 -0.067
H 0.0527 1.5022 -0.7841 0.173 -0.118 0.103
H -1.1918 1.3157 0.4298 0.190 0.100 -0.095
H 0.3585 0.6537 0.7739 0.366 0.261 -0.186
C 0.3791 -2.5657 -0.0706 -0.098 -0.306 0.186
C -0.4172 -1.8059 -1.1113 -0.198 0.408 -0.672
H 0.1155 -2.2507 0.9428 0.243 0.198 -0.101
H 0.1547 -3.6289 -0.0940 -0.039 -0.173 -0.098
H 1.4541 -2.4648 -0.2255 -0.044 0.059 0.101
H -1.4244 -1.5553 -0.7784 -0.029 -0.131 0.077
H -0.5189 -2.3159 -2.0760 0.064 -0.262 0.281
H 0.0541 -0.8628 -1.3773 0.095 0.176 0.207


3.
133
Properties=species:S:1:pos:R:3:forces:R:3 method="wB97M-V/def2-TZVPD" homo_energy_ev=-8.36 mol_weight_g_mol=1353.94 lumo_ev=-1.84 gap_ev=6.52 fmax_ev_per_a=2.19
C -4.9512 -0.8014 3.8184 0.422 0.308 0.124
C -3.5767 -1.4407 4.1161 -0.964 -0.337 1.511
O -2.9239 -2.0432 2.9820 -0.361 0.697 -0.338
C -2.8839 -1.2017 1.8844 0.322 -0.079 0.638
C -3.4275 -1.5762 0.6796 -0.389 -0.123 0.312
C -4.0792 -2.9758 0.6722 -0.018 0.726 -0.270
C -5.5326 -3.0437 0.1359 0.941 -1.213 -1.212
O -5.7679 -3.7834 -0.7733 -0.329 0.274 0.730
I -7.1749 -1.8656 0.8811 0.284 0.035 0.043
C -3.3466 -0.7140 -0.5352 0.184 -0.503 1.878
P -4.0578 -1.2576 -2.1563 0.453 0.844 -1.970
N -4.1096 -0.1562 -3.2754 -0.623 0.085 0.193
C -2.6887 0.4868 -0.3881 -0.226 0.205 -1.011
C -2.4616 1.4504 -1.5402 1.147 1.198 0.311
P -1.0506 0.8714 -2.5803 -0.121 -1.316 -0.820
O -1.2438 -0.4804 -3.1454 -0.104 -0.065 0.204
O 0.3192 0.8199 -1.7103 -0.851 0.912 -0.129
O -0.8003 1.9464 -3.7800 -0.244 -0.234 1.300
C -2.1217 0.8885 0.8795 -0.226 -0.345 0.062
N -1.4762 2.0450 1.0725 0.001 -0.653 1.023
S -1.0084 2.0190 2.6274 -0.159 -0.361 -0.212
N -1.5802 0.5709 3.1215 -0.026 0.535 -0.606
C -2.1965 0.0556 2.0588 -0.181 0.155 -1.633
H -5.4193 -1.2891 2.9562 0.102 0.272 0.298
H -5.6297 -0.9061 4.6832 0.383 -0.102 -0.304
H -4.8485 0.2861 3.6486 -0.119 -0.493 -0.260
H -2.9394 -0.7284 4.6667 0.037 -0.275 -0.587
H -3.7648 -2.2693 4.8251 0.323 0.132 -0.532
H -4.0712 -3.4470 1.6665 0.024 0.482 -0.215
H -3.4611 -3.6209 0.0191 -0.610 0.136 0.084
H -5.3869 -1.7179 -1.9738 0.630 -0.030 0.710
H -3.2545 -2.3297 -2.6061 -0.346 -0.156 0.888
H -3.5498 -0.4056 -4.0818 0.115 0.052 0.220
H -2.1318 2.4300 -1.1353 -0.156 -0.496 -0.026
H -3.3554 1.6489 -2.1453 0.475 -0.506 -0.080
H 0.5131 -0.1269 -1.6172 0.033 0.161 -0.121
H -1.4443 1.7080 -4.4679 0.139 0.067 -0.006
C -0.3604 -4.1053 4.5619 -0.031 0.080 -0.027
C 0.1241 -3.0941 3.8475 -0.055 0.091 0.012
C 1.4645 -3.1700 3.2182 0.059 0.025 -0.043
O 1.9070 -2.2443 2.5662 -0.022 0.026 0.015
C 2.2435 -4.4137 3.4141 -0.257 -0.100 -0.122
C 1.7589 -5.4253 4.1288 -0.041 0.050 -0.162
C 0.4194 -5.3514 4.7580 0.009 -0.107 0.054
O -0.0240 -6.2747 5.4084 -0.005 0.035 -0.024
H -1.3367 -4.0685 5.0289 0.002 -0.033 0.002
H -0.4306 -2.1770 3.6918 0.009 0.002 -0.018
H 3.2158 -4.4490 2.9469 -0.044 0.045 -0.062
H 2.3136 -6.3410 4.2840 -0.016 0.010 0.062
C -12.9016 -2.6146 -0.4945 -0.022 0.118 -0.042
C -12.3956 -1.6293 -1.2321 -0.097 -0.042 0.077
C -11.0511 -1.7419 -1.8483 0.053 0.078 -0.070
O -10.5889 -0.8439 -2.5183 -0.018 -0.015 0.027
C -10.2938 -2.9949 -1.6120 0.044 -0.125 0.033
C -10.8001 -3.9800 -0.8742 0.082 0.046 -0.067
C -12.1439 -3.8676 -0.2583 -0.027 -0.095 0.059
O -12.6067 -4.7655 0.4126 0.006 0.028 -0.010
H -13.8804 -2.5506 -0.0362 0.007 -0.047 0.016
H -12.9343 -0.7083 -1.4157 0.040 0.014 -0.028
H -9.3146 -3.0599 -2.0697 -0.001 0.050 -0.007
H -10.2612 -4.9009 -0.6904 -0.033 -0.010 0.027
C 4.0793 0.8495 -0.2410 -0.043 -0.048 0.029
C 3.5333 -0.3561 -0.1045 -0.088 0.078 0.122
C 3.8172 -1.4425 -1.0737 -0.022 -0.070 0.032
O 3.3182 -2.5412 -0.9530 -0.008 0.025 -0.045
C 4.7341 -1.1334 -2.1981 0.079 0.055 -0.066
C 5.2798 0.0725 -2.3333 0.005 -0.094 -0.061
C 4.9951 1.1574 -1.3644 -0.004 0.065 0.033
O 5.4940 2.2573 -1.4864 -0.001 -0.001 -0.029
H 3.8832 1.6553 0.4550 0.017 0.024 -0.025
H 2.8621 -0.5989 0.7115 0.020 -0.092 0.000
H 4.9300 -1.9385 -2.8949 -0.028 -0.023 0.021
H 5.9502 0.3168 -3.1475 0.001 0.043 0.018
C 5.8768 5.4899 -0.6509 -0.016 -0.096 -0.013
C 4.9726 6.0618 -1.4423 0.045 -0.060 0.051
C 4.8028 7.5345 -1.4793 -0.074 0.010 -0.078
O 3.9773 8.0560 -2.1983 0.017 -0.005 0.030
C 5.6811 8.3463 -0.6011 0.057 0.055 0.070
C 6.5850 7.7737 0.1892 -0.005 0.084 -0.004
C 6.7538 6.3021 0.2259 0.032 -0.024 -0.004
O 7.5807 5.7828 0.9483 -0.043 0.043 0.043
H 6.0126 4.4165 -0.6113 0.002 -0.001 -0.017
H 4.3242 5.4848 -2.0896 -0.004 0.020 -0.010
H 5.5442 9.4197 -0.6404 -0.025 -0.006 -0.005
H 7.2334 8.3503 0.8365 -0.004 0.028 -0.029
C 6.0768 7.5946 4.8832 0.063 -0.002 -0.078
C 6.4302 8.3574 3.8522 0.045 -0.101 0.031
C 5.7304 9.6303 3.5600 0.029 0.062 -0.080
O 6.0530 10.3234 2.6174 -0.010 -0.040 0.001
C 4.6213 10.0239 4.4617 -0.085 0.005 0.088
C 4.2669 9.2620 5.4936 -0.012 0.099 -0.071
C 4.9676 7.9874 5.7859 -0.025 -0.063 0.082
O 4.6460 7.2940 6.7268 -0.001 0.020 -0.027
H 6.5761 6.6613 5.1105 -0.023 -0.002 0.026
H 7.2377 8.0868 3.1837 0.003 -0.008 0.011
H 4.1227 10.9571 4.2327 0.029 0.003 -0.037
H 3.4595 9.5324 6.1622 0.012 -0.041 0.024
C -3.9441 -6.4042 -3.2560 -0.071 -0.101 0.024
C -3.4620 -7.6285 -3.0576 -0.085 0.078 -0.004
C -2.0029 -7.8945 -3.0848 0.039 -0.101 0.011
O -1.5630 -9.0096 -2.9060 -0.010 0.025 0.001
C -1.1027 -6.7434 -3.3398 0.018 0.108 -0.013
C -1.5855 -5.5192 -3.5382 0.121 -0.026 0.009
C -3.0434 -5.2555 -3.5108 -0.018 0.038 -0.029
O -3.4837 -4.1383 -3.6893 -0.015 -0.181 -0.087
H -5.0052 -6.1896 -3.2404 0.014 0.058 0.004
H -4.1037 -8.4798 -2.8693 0.041 -0.026 0.000
H -0.0414 -6.9563 -3.3552 -0.011 -0.042 0.007
H -0.9445 -4.6667 -3.7264 -0.046 0.033 -0.003
C 6.4902 -3.3650 4.8413 0.080 0.075 -0.022
C 7.7604 -3.3731 4.4446 -0.097 0.063 0.052
C 8.3521 -4.5614 3.7835 0.120 0.013 -0.026
O 9.5088 -4.5711 3.4234 -0.035 -0.006 0.004
C 7.4730 -5.7392 3.5803 -0.108 -0.078 -0.007
C 6.2031 -5.7301 3.9774 0.060 -0.048 -0.042
C 5.6128 -4.5419 4.6382 -0.038 0.039 0.108
O 4.4527 -4.5325 4.9987 0.397 -0.051 0.163
H 6.0406 -2.5077 5.3260 -0.042 -0.025 0.001
H 8.4158 -2.5229 4.5840 0.035 -0.029 -0.018
H 7.9217 -6.5968 3.0956 0.041 0.026 -0.001
H 5.5473 -6.5806 3.8381 -0.021 0.016 0.022
C 0.4442 5.2191 -8.6023 -0.027 -0.088 -0.085
C 0.1606 3.9366 -8.8143 0.017 0.093 -0.068
C 0.0999 2.9675 -7.6935 0.000 -0.063 -0.021
O -0.1572 1.7975 -7.8858 -0.023 0.030 0.018
C 0.3653 3.4814 -6.3286 0.053 0.063 0.040
C 0.6488 4.7645 -6.1163 -0.026 -0.109 0.030
C 0.7098 5.7344 -7.2366 0.028 0.116 0.045
O 0.9658 6.9036 -7.0452 -0.011 -0.031 -0.023
H 0.4938 5.9415 -9.4071 0.009 0.035 0.036
H -0.0368 3.5430 -9.8034 -0.006 -0.041 0.022
H 0.3159 2.7594 -5.5238 0.075 0.041 -0.058
H 0.8459 5.1576 -5.1268 0.004 0.040 -0.019


4.
16
Properties=species:S:1:pos:R:3:forces:R:3 method="wB97M-V/def2-TZVPD" total_charge=-1 homo_energy_ev=-4.86 mol_weight_g_mol=144.11 lumo_ev=3.71 gap_ev=8.57 de_lowest_kj_mol=388.70 fmax_ev_per_a=5.06
C 1.2637 -0.1425 -1.6311 -0.114 -1.904 1.018
C 0.4599 0.2208 -0.6313 -0.661 0.280 -0.129
C 0.1269 0.3611 2.0102 -1.649 -1.944 -1.487
C -0.4204 1.4917 -0.7534 -1.271 -4.414 2.124
C 0.1713 -0.6861 0.6389 1.104 2.305 -1.469
N -0.9891 -1.5130 0.4185 0.067 -2.291 1.698
O -0.9446 0.3018 2.5763 -0.672 0.274 0.898
O 1.1607 0.9624 2.0894 1.769 1.027 0.326
O -0.9502 -2.6802 0.8809 0.322 1.231 -0.486
O -1.9828 -1.0866 -0.0946 -0.892 0.890 -0.863
H 1.7109 -1.1526 -1.5423 0.074 0.721 -0.261
H 1.3303 0.3434 -2.5898 0.145 0.450 0.037
H -0.5256 1.7237 0.3275 -0.650 0.830 -1.043
H -0.0256 2.2378 -1.3482 0.796 1.480 -1.163
H -1.3569 0.9743 -1.1836 0.924 1.586 0.793
H 0.9715 -1.3560 0.8326 0.709 -0.521 0.008


5.
18
Properties=species:S:1:pos:R:3:forces:R:3 method="wB97M-V/def2-TZVPD" homo_energy_ev="-8.28 / -8.29" mol_weight_g_mol=156.21 lumo_ev="-0.49 / -0.49" gap_ev="7.79 / 7.80" de_lowest_kj_mol=509.79 fmax_ev_per_a=5.43
C -2.3612 0.7245 -0.9837 -1.037 -0.903 -0.588
C -3.1967 -0.3502 -0.7416 2.489 0.219 1.617
C -1.4273 0.6112 -0.0021 3.480 2.616 1.637
C 2.0060 0.0356 0.0413 -0.863 2.330 0.875
C 1.4191 0.8490 0.9557 0.408 -1.268 -0.349
C 2.9776 -1.0296 0.3137 0.636 -0.770 1.470
N -1.5722 -0.3719 0.8106 -0.239 -1.133 0.883
N -2.6778 -1.0187 0.3498 1.066 4.550 -2.773
O 0.8951 2.4933 -1.0638 0.776 0.369 -1.764
S 0.4888 2.2493 0.2914 -2.914 -3.030 1.931
H -2.2366 1.3567 -1.8142 -0.572 0.718 -0.798
H -3.9796 -0.7431 -1.2597 -2.083 -0.868 -1.301
H 1.6615 0.3211 -0.9338 0.537 -0.270 -0.928
H 1.3596 0.6065 2.0458 0.273 0.744 -0.937
H 3.4171 -0.7667 1.3493 -0.642 -1.115 -1.499
H 2.3976 -1.9850 0.2803 0.687 0.391 0.475
H 3.8324 -1.1784 -0.3857 -0.789 0.570 0.254
H -3.0035 -1.8036 0.7466 -1.214 -3.150 1.795